[1]
9
Properties=species:S:1:pos:R:3:lowdin_charge:R:1 method="wB97M-V/def2-TZVPD" de_lowest_ev=1.148 total_charge=-1 lumo_ev="4.144 / 2.837" homo_lumo_gap_ha="0.21394 / 0.28418" multiplicity=3 e_tot_ev=-18992.4245
C -1.80943 -0.64597 0.39965 -0.178
N -1.20939 0.08710 -0.60205 -0.077
N -1.64174 0.75305 0.60944 -0.045
O 2.99279 -0.95099 -1.20604 -0.677
O 3.11239 1.00110 0.31362 -0.677
S 2.29979 -0.14726 -0.18148 0.506
H -1.15193 -1.27769 0.90411 0.049
H -0.11317 -0.08500 -0.70021 0.049
H -2.47931 1.26566 0.46295 0.049


[2]
10
Properties=species:S:1:pos:R:3:lowdin_charge:R:1 method="wB97M-V/def2-TZVPD" de_lowest_ev=3.178 total_charge=-1 lumo_ev=4.202 homo_lumo_gap_ha=0.28638 e_tot_ev=-12251.6630
C 1.86322 0.13332 -0.12325 -0.265
N -0.72018 -0.01531 0.40124 -0.101
N -1.92541 -0.12926 -0.10713 -0.489
O -2.51022 0.85648 -0.54614 -0.019
O -2.44578 -1.25035 0.01233 -0.070
O 1.65740 -1.02697 0.22621 -0.138
O 0.04683 1.04237 0.22486 -0.204
H 1.84394 0.42777 -1.18318 0.078
H 2.37492 0.85059 0.53340 0.075
H -0.18472 -0.88865 0.56167 0.132